No. 1
The following is a quantum chemistry calculation of C16H36AgNO7P2 as an isolated structure, from OMol25.

The calculation puts the max |F| at 0.11 eV/A. The LUMO energy comes out at 0.48 eV. The value obtained for the total energy is -55580.91179 eV.

Each line ends with the Löwdin charge.
Element x y z (Å)
Ag (0.2350, 1.0528, -0.4595)  0.74
C (-1.1878, -2.9549, -3.9711)  -0.05
C (-1.0337, -4.2158, -3.1433)  -0.42
C (0.0507, -5.1381, -3.6667)  -0.04
O (-0.7784, -3.9640, -1.7360)  -0.19
P (-0.1956, -2.6485, -1.0595)  0.44
O (-0.8460, -1.3829, -1.3938)  -0.28
C (1.5635, -2.6795, -1.5080)  -0.21
P (2.5478, -1.2650, -0.9933)  0.45
O (2.0107, 0.0397, -1.4262)  -0.34
O (2.7014, -1.4724, 0.5585)  -0.20
C (2.8863, -0.3417, 1.4860)  -0.42
C (4.1519, 0.4157, 1.1429)  -0.04
C (2.9061, -0.9455, 2.8679)  -0.05
O (3.9710, -1.4558, -1.6555)  -0.17
C (4.9186, -2.5494, -1.6059)  -0.42
C (4.6713, -3.4900, -2.7706)  -0.04
C (4.9588, -3.2650, -0.2690)  -0.04
O (-0.2651, -3.0251, 0.4637)  -0.16
C (0.0683, -4.3320, 0.9963)  -0.45
C (-1.2228, -5.0319, 1.3628)  -0.04
C (0.9865, -4.1106, 2.1775)  -0.03
H (-1.4785, -3.2419, -4.9827)  0.09
H (-0.2542, -2.3928, -4.0348)  0.08
H (-1.9442, -2.2944, -3.5544)  0.08
H (-1.9840, -4.7518, -3.1353)  0.14
H (1.0137, -4.6256, -3.7140)  0.07
H (-0.2008, -5.4717, -4.6741)  0.09
H (0.1518, -6.0148, -3.0270)  0.08
H (1.6184, -2.6913, -2.5996)  0.07
H (2.0135, -3.6035, -1.1373)  0.07
H (2.0082, 0.2967, 1.3794)  0.09
H (5.0305, -0.2262, 1.2393)  0.08
H (4.2624, 1.2514, 1.8350)  0.09
H (4.1125, 0.8214, 0.1320)  0.08
H (3.7323, -1.6539, 2.9687)  0.09
H (1.9597, -1.4373, 3.0763)  0.06
H (3.0366, -0.1490, 3.6016)  0.09
H (5.8739, -2.0460, -1.7603)  0.14
H (3.7605, -4.0736, -2.6283)  0.07
H (5.5043, -4.1884, -2.8602)  0.09
H (4.5890, -2.9295, -3.7011)  0.09
H (4.0309, -3.8014, -0.0628)  0.07
H (5.1370, -2.5707, 0.5495)  0.07
H (5.7707, -3.9932, -0.2922)  0.09
H (0.5847, -4.9044, 0.2191)  0.13
H (-1.7628, -4.4416, 2.1038)  0.09
H (-1.0100, -6.0152, 1.7850)  0.09
H (-1.8538, -5.1549, 0.4838)  0.08
H (0.4810, -3.5005, 2.9272)  0.09
H (1.8932, -3.5900, 1.8705)  0.06
H (1.2569, -5.0684, 2.6250)  0.09
N (-1.1635, 1.2095, 4.0022)  0.15
C (-0.9742, 0.7844, 2.7193)  -0.56
O (-0.1249, -0.0572, 2.4680)  0.00
C (-1.8830, 1.4170, 1.6884)  -0.26
C (-1.1172, 2.2391, 0.6431)  -0.33
H (-0.5390, 0.8741, 4.7146)  0.10
H (-1.7926, 1.9615, 4.2116)  0.09
H (-2.6395, 2.0149, 2.2160)  0.09
H (-2.4113, 0.5923, 1.2029)  0.10
H (-0.6171, 3.0780, 1.1369)  0.00
H (-1.8437, 2.6754, -0.0467)  -0.01

Forces on atoms 1 to 3 (eV/Å):
0.1 0.1 0.0
0.0 0.0 0.0
0.0 0.0 0.0

No. 2
The following is a quantum chemistry calculation of a 2-piece molecular cluster, C21H29BO5 overall in a non-equilibrium geometry, from OMol25.

As for the SMILES: CCOCCOBCOc1cc(C)ccc1C(C)C.O=C1C=CC(=O)C=C1. The calculation puts the max |F| at 1.19 eV/A. The LUMO energy comes out at -1.57 eV. The value obtained for the total energy is -33159.50424 eV.

Each line ends with the Löwdin charge.
Element x y z (Å)
C (3.9113, 0.3228, 2.1471)  -0.06
C (3.8188, -0.4673, 0.8321)  -0.26
O (4.8473, -0.0685, -0.0633)  -0.15
C (4.3694, 0.4265, -1.3008)  -0.19
C (3.7596, 1.8166, -1.1644)  -0.16
O (2.7726, 2.0782, -2.1627)  0.02
B (1.5040, 1.7077, -1.8086)  -0.23
C (0.3794, 2.8012, -1.8654)  -0.10
O (-0.9348, 2.2609, -2.0252)  -0.07
C (-1.7719, 2.3892, -0.9489)  -0.23
C (-2.0209, 3.6190, -0.3447)  0.02
C (-2.8878, 3.7354, 0.7380)  -0.27
C (-3.1144, 5.0840, 1.3831)  -0.05
C (-3.5171, 2.5888, 1.2187)  -0.05
C (-3.2923, 1.3592, 0.5997)  -0.02
C (-2.4245, 1.2362, -0.4842)  -0.13
C (-2.1596, -0.0816, -1.2013)  -0.33
C (-3.0676, -0.1087, -2.4682)  -0.04
C (-2.5013, -1.3023, -0.3562)  -0.08
H (3.9544, -0.3477, 3.0004)  0.07
H (4.8176, 0.9173, 2.1146)  0.08
H (3.0540, 0.9751, 2.2790)  0.07
H (2.8434, -0.2832, 0.3842)  0.10
H (3.9048, -1.5341, 1.0289)  0.11
H (5.2137, 0.4316, -1.9816)  0.13
H (3.6296, -0.2675, -1.7072)  0.12
H (3.3433, 1.9482, -0.1656)  0.12
H (4.5529, 2.5536, -1.2436)  0.13
H (1.3006, 0.5847, -1.4348)  0.11
H (0.5922, 3.4644, -2.7070)  0.13
H (0.4812, 3.4188, -0.9680)  0.12
H (-1.5129, 4.4898, -0.7350)  0.12
H (-2.7335, 5.0763, 2.4001)  0.08
H (-2.6300, 5.8564, 0.7980)  0.07
H (-4.1821, 5.2880, 1.4110)  0.08
H (-4.1933, 2.6234, 2.0602)  0.11
H (-3.7928, 0.4891, 0.9903)  0.10
H (-1.1165, -0.0944, -1.4928)  0.11
H (-3.8020, 0.6897, -2.4024)  0.08
H (-2.4996, 0.0580, -3.3778)  0.07
H (-3.6325, -1.0346, -2.5133)  0.07
H (-3.5428, -1.2730, -0.0509)  0.07
H (-2.3836, -2.1910, -0.9662)  0.05
H (-1.8441, -1.4179, 0.5048)  0.08
C (1.5820, -4.5758, 1.1768)  0.02
C (0.8338, -4.2118, 0.1391)  0.02
C (-0.5980, -4.5937, 0.0505)  -0.38
O (-1.2785, -4.2597, -0.8948)  0.09
C (-1.1641, -5.3946, 1.1644)  0.02
C (-0.4161, -5.7589, 2.2023)  0.02
C (1.0165, -5.3779, 2.2913)  -0.39
O (1.6977, -5.7074, 3.2374)  0.11
H (2.6280, -4.3096, 1.2618)  0.12
H (1.2247, -3.6262, -0.6835)  0.12
H (-2.2103, -5.6596, 1.0795)  0.12
H (-0.8079, -6.3433, 3.0249)  0.12

Forces on atoms 1 to 3 (eV/Å):
0.0 -0.4 -0.3
-0.1 0.5 0.4
0.1 0.1 -0.1